[1]
ORCA calculation (ωB97M-V/def2-TZVPD) on a molecular structure, C31H50CeO3P2 in a non-equilibrium geometry.

Atoms and positions in Å:
Ce1 0.14359 -0.05740 -0.47787
C1 1.11328 -2.62586 0.01624
C2 1.97295 -1.94209 -0.91765
C3 2.32224 -1.03395 1.18966
C4 1.35420 -2.07268 1.31582
C5 2.68537 -0.91529 -0.19609
C6 0.24986 -3.79778 -0.28824
H1 -0.15858 -3.76251 -1.30679
H2 -0.59678 -3.87506 0.40235
H3 0.81808 -4.73745 -0.21133
C7 0.83614 -2.60245 2.60541
H4 0.17943 -3.46936 2.46234
H5 0.26529 -1.83647 3.14465
H6 1.65188 -2.92438 3.27396
C8 2.99910 -0.33193 2.31091
H7 4.05953 -0.62517 2.40209
H8 2.52820 -0.55512 3.27846
H9 2.98423 0.75622 2.18101
C9 3.67757 0.04294 -0.76031
H10 4.67515 -0.41303 -0.82287
H11 3.77370 0.95010 -0.14765
H12 3.40983 0.36635 -1.77256
C10 2.13971 -2.29940 -2.34042
H13 2.74599 -3.20952 -2.46131
H14 2.62772 -1.50451 -2.91105
H15 1.18240 -2.49628 -2.83758
C11 -1.10622 0.45864 -2.96458
C12 -0.61712 -0.78052 -3.23837
C13 -0.15018 -1.15490 -4.62600
C14 1.22599 -0.58253 -5.08109
C15 1.86167 0.42396 -4.16693
C16 1.32416 1.62197 -3.93604
C17 0.07013 2.06724 -4.62507
C18 -1.25324 1.48935 -4.05781
H16 -0.89486 -0.85966 -5.38304
H17 1.09552 -0.15431 -6.08906
H18 -0.08069 -2.25199 -4.69679
H19 -1.81552 1.07018 -4.90710
H20 -1.68857 0.69512 -2.04743
H21 -0.84775 -1.64646 -2.58383
H22 -1.85652 2.33020 -3.68745
H23 0.01198 3.16451 -4.57299
H24 1.86370 2.39917 -3.38809
H25 0.11814 1.82937 -5.70092
H26 1.92056 -1.42504 -5.21675
H27 2.89876 0.21443 -3.88530
P1 -2.73151 -1.27200 0.08455
C19 -3.12262 -2.20924 1.60638
H28 -4.20314 -2.40158 1.68046
H29 -2.80726 -1.64162 2.49522
H30 -2.58318 -3.16708 1.60750
C20 -3.91603 0.10238 0.22687
H31 -4.88960 -0.26835 0.56406
H32 -4.03571 0.58675 -0.74842
H33 -3.54053 0.83815 0.94461
C21 -3.55748 -2.29980 -1.18389
H34 -3.60734 -1.74463 -2.12983
H35 -4.57286 -2.57687 -0.87253
H36 -2.97372 -3.21161 -1.36041
P2 0.55809 2.91000 -0.15347
C22 2.19493 3.54067 -0.67766
H37 2.14352 4.60629 -0.92768
H38 2.53725 2.98053 -1.55789
H39 2.92720 3.38669 0.12130
C23 -0.60549 3.92103 -1.13168
H40 -0.40987 3.80478 -2.20542
H41 -0.52388 4.97664 -0.84942
H42 -1.62773 3.57930 -0.93526
C24 0.37800 3.69207 1.48675
H43 0.46016 4.78175 1.40778
H44 1.16039 3.31036 2.15557
H45 -0.59497 3.42676 1.91770
O1 -3.20817 0.46880 4.78004
C25 -1.93917 0.30777 5.19057
C26 -1.70518 -0.10003 6.52432
C27 -0.41016 -0.05801 7.02796
C28 0.64957 0.35310 6.21064
C29 0.43125 0.64301 4.85758
C30 -0.84281 0.56068 4.29165
C31 -1.15648 0.79895 2.83905
O2 -2.24558 1.40873 2.60277
O3 -0.37708 0.41845 1.87744
H46 -3.10658 0.97253 3.91156
H47 -2.55178 -0.39579 7.15303
H48 -0.22406 -0.33446 8.07332
H49 1.66407 0.41443 6.61962
H50 1.24549 0.95382 4.19874

As for the total charge: +1. Its expectation value of S² is 0.751. The LUMO energy (alpha / beta) comes out at -3.26 / -3.22 eV. The calculation puts the energy at -2594.634911 Eh. Its strongest force on any atom is 3.2 eV Å⁻¹. As for the spin multiplicity: 2.

---

[2]
ORCA calculation (ωB97M-V/def2-TZVPD) on 16 unconnected molecules or ions with the total composition C31H50Cl31F2N3O2Si.

Atoms and positions in Å:
C1 -0.25128 0.46439 4.63004
Si1 -0.96182 -1.09424 3.85006
C2 -0.87520 -2.42919 5.18117
C3 0.06965 -1.69676 2.37622
C4 1.15294 -0.69976 1.97221
C5 2.07438 -1.17727 0.83906
F1 3.35618 -0.94740 1.21697
F2 1.95295 -2.53334 0.69896
C6 1.78340 -0.52391 -0.54155
C7 0.32376 -0.59121 -0.69951
N1 -0.80751 -0.64431 -0.82150
C8 2.11105 0.98378 -0.56202
O1 3.45712 1.28841 -0.29084
O2 4.19715 1.37276 -1.50019
C9 2.39135 -1.33985 -1.76353
N2 1.47576 -2.40350 -2.14059
Cl1 4.02977 -1.99264 -1.40900
C10 2.50985 -0.49360 -2.95646
N3 2.60872 0.22043 -3.83790
C11 -2.77304 -0.87256 3.43891
C12 -3.50709 -2.01599 3.10685
C13 -4.86674 -1.91982 2.83195
C14 -5.50261 -0.68332 2.89541
C15 -4.77924 0.46570 3.20153
C16 -3.41731 0.36627 3.47510
H1 0.70475 0.23542 5.09704
H2 -0.92692 0.72596 5.44545
H3 -0.16201 1.30631 3.94812
H4 -1.64651 -2.19950 5.91317
H5 0.10751 -2.47928 5.64004
H6 -1.14467 -3.37665 4.71724
H7 0.54058 -2.61725 2.71703
H8 -0.56867 -1.95718 1.53571
H9 0.69730 0.25932 1.73516
H10 1.80305 -0.52074 2.82468
H11 1.53358 1.46105 0.22706
H12 1.78274 1.44003 -1.49396
H13 3.83816 2.13978 -1.98410
H14 1.69574 -2.67503 -3.09378
H15 1.67277 -3.23154 -1.58668
H16 -3.01980 -2.98539 3.07946
H17 -5.44195 -2.80957 2.60083
H18 -6.56455 -0.62863 2.70578
H19 -5.28939 1.41801 3.25090
H20 -2.83448 1.25045 3.72527
C17 -1.31229 4.14371 4.78310
Cl2 -2.73546 3.35199 4.08007
Cl3 -0.05367 4.41744 3.57425
H21 -1.61424 5.09906 5.19594
H22 -0.91759 3.50085 5.56066
C18 2.93475 3.22711 -5.10026
Cl4 2.85114 3.62001 -3.37357
Cl5 4.49991 3.67001 -5.77846
H23 2.79744 2.15840 -5.21962
H24 2.15285 3.77113 -5.61636
C19 -7.91324 -4.16278 1.11157
Cl6 -8.01725 -2.43784 0.73753
Cl7 -7.19164 -4.46552 2.70161
H25 -8.92089 -4.56392 1.11415
H26 -7.30274 -4.64510 0.35772
C20 -2.63258 -1.73590 -3.32022
Cl8 -2.27618 -3.34972 -3.95395
Cl9 -4.29839 -1.24997 -3.65737
H27 -2.47980 -1.74100 -2.24923
H28 -1.96481 -1.02792 -3.79643
C21 5.86534 5.31018 -8.72921
Cl10 5.00010 5.12966 -10.25922
Cl11 6.24430 7.00265 -8.37938
H29 5.23988 4.92835 -7.93167
H30 6.79327 4.75446 -8.78747
C22 -11.65814 -3.01036 2.01687
Cl12 -11.30563 -4.57783 1.26709
Cl13 -13.26825 -2.42709 1.59293
H31 -11.60067 -3.12587 3.09214
H32 -10.92302 -2.29398 1.66989
C23 7.28235 2.19236 -2.03727
Cl14 6.37340 2.31078 -3.55515
Cl15 8.44694 3.51107 -1.86525
H33 6.57966 2.23338 -1.21401
H34 7.81958 1.25079 -2.03894
C24 0.33489 0.43604 -6.29671
Cl16 -1.10863 -0.45447 -6.79134
Cl17 1.49773 0.60555 -7.61987
H35 0.03761 1.42433 -5.96554
H36 0.81512 -0.10318 -5.48968
C25 -2.32732 -6.71391 2.97345
Cl18 -0.63802 -6.69482 2.44635
Cl19 -3.01231 -5.08306 2.95742
H37 -2.89483 -7.34223 2.29787
H38 -2.37379 -7.10277 3.98334
C26 2.47893 -7.98322 3.80017
Cl20 2.30116 -7.79384 5.54901
Cl21 4.04643 -7.40149 3.22282
H39 2.38498 -9.03412 3.55475
H40 1.70202 -7.40782 3.31357
C27 -5.04231 5.86980 5.31282
Cl22 -5.05971 7.60703 5.00611
Cl23 -4.25273 5.47413 6.84906
H41 -6.06522 5.51646 5.35084
H42 -4.50237 5.38106 4.51201
C28 6.90229 -6.53819 0.26062
Cl24 6.76713 -6.34365 2.01098
Cl25 8.45772 -5.96841 -0.35549
H43 6.80028 -7.58984 0.02245
H44 6.11346 -5.96425 -0.21025
C29 6.21198 10.30988 -10.00263
Cl26 7.33595 10.73660 -11.29879
Cl27 6.41203 11.34821 -8.58504
H45 5.20010 10.42098 -10.37212
H46 6.39927 9.28580 -9.70608
C30 -9.47454 5.81154 5.10972
Cl28 -8.56852 7.28564 5.46776
Cl29 -8.49252 4.60678 4.26183
H47 -9.81655 5.38051 6.04249
H48 -10.31699 6.06871 4.47971
C31 9.26607 -1.04541 -3.87991
Cl30 9.17667 -0.74379 -2.13717
Cl31 10.84706 -0.62684 -4.54234
H49 9.08330 -2.09850 -4.05393
H50 8.51193 -0.44128 -4.37108

The LUMO energy comes out at 0.03 eV. The calculation puts the energy at -16280.995709 Eh. Its strongest force on any atom is 1.0 eV Å⁻¹.

---

[3]
ORCA calculation (ωB97M-V/def2-TZVPD) on 3 unconnected molecules or ions with the total composition C31H50N2O7P2 in a non-equilibrium geometry.

Atoms and positions in Å:
C1 6.02836 2.69466 1.36425
C2 5.13740 1.69090 0.57783
C3 4.34687 2.47386 -0.50732
C4 4.86534 2.16249 -1.95161
C5 3.67330 1.79280 -2.88476
C6 3.47593 0.24939 -2.93044
C7 2.21904 -0.13688 -2.08099
C8 1.07454 -0.62200 -3.02599
C9 -0.29890 -0.14010 -2.51715
C10 -0.93091 -0.99955 -1.42180
C11 -0.19348 -1.98752 -0.81644
C12 -0.70384 -2.80430 0.15727
C13 -2.02007 -2.63607 0.55497
P1 -2.67020 -3.77695 1.87291
N1 -3.37131 -2.78669 3.13376
O1 -1.33997 -4.54963 2.52241
C14 -2.77752 -1.65898 -0.03862
C15 -2.25176 -0.81769 -1.02531
C16 -3.14401 0.23693 -1.62365
O2 -2.92730 0.72462 -2.72150
C17 -4.37535 0.69008 -0.87480
C18 -5.03073 2.00322 -1.20037
C19 -4.06508 3.15496 -1.51379
C20 -3.36942 3.70062 -0.26381
N2 -2.80003 4.98044 -0.39087
O3 -3.31333 3.09238 0.78493
C21 -4.86550 -0.14286 0.04656
P2 -6.39916 0.17286 1.05633
C22 -7.74407 0.34365 -0.23719
O4 -6.21947 1.64374 1.84617
C23 -4.21463 -1.47168 0.33030
O5 -4.88329 -2.36592 0.82230
H1 5.40924 3.57376 1.56405
H2 6.43729 2.25297 2.27556
H3 6.84912 3.03600 0.72404
H4 4.45056 1.16726 1.24973
H5 5.80922 0.94000 0.15168
H6 3.28164 2.25026 -0.40694
H7 4.46218 3.55313 -0.37267
H8 5.62177 1.37617 -1.94697
H9 5.32458 3.06837 -2.36405
H10 2.78087 2.32497 -2.54725
H11 3.88315 2.14403 -3.90377
H12 3.37453 -0.12944 -3.95200
H13 4.34811 -0.26293 -2.51371
H14 1.83918 0.70862 -1.50319
H15 2.49541 -0.90937 -1.35413
H16 1.07602 -1.70940 -3.14431
H17 1.23305 -0.15210 -4.00086
H18 -0.29974 0.91693 -2.22856
H19 -0.99455 -0.19837 -3.36072
H20 0.83215 -2.18405 -1.10230
H21 -0.09911 -3.57884 0.61528
H22 -2.69717 -2.80097 3.90084
H23 -3.37349 -1.83284 2.77560
H24 -0.75756 -3.91985 2.98057
H25 -5.71491 2.34808 -0.42462
H26 -5.63735 1.85921 -2.10693
H27 -3.34016 2.94456 -2.30335
H28 -4.67983 3.98770 -1.88591
H29 -3.07649 5.58771 0.37233
H30 -3.08587 5.44180 -1.24718
H31 -8.51544 -0.39672 -0.02234
H32 -7.32919 0.07066 -1.21550
H33 -8.14835 1.35932 -0.29331
H34 -7.09139 1.83007 2.21623
C24 6.09505 -3.81163 -4.19042
C25 5.77957 -4.69351 -2.98868
C26 6.13130 -3.77520 -1.82752
O6 5.87918 -2.43827 -2.27273
C27 5.66838 -2.44128 -3.68829
H35 5.57943 -4.10919 -5.10248
H36 7.16986 -3.82134 -4.38762
H37 4.71249 -4.92887 -2.97045
H38 6.33444 -5.63054 -2.97220
H39 7.19217 -3.85253 -1.56670
H40 5.53939 -3.97859 -0.93421
H41 4.60340 -2.26583 -3.87203
H42 6.23736 -1.62952 -4.14397
C28 -3.22819 1.36003 6.28858
C29 -2.09886 0.71476 7.08135
C30 -1.85547 -0.56236 6.29244
O7 -2.17666 -0.26982 4.92827
C31 -2.85738 0.99149 4.86106
H43 -3.31350 2.43514 6.43967
H44 -4.18198 0.90040 6.55908
H45 -1.21086 1.35084 7.04873
H46 -2.34476 0.52778 8.12583
H47 -2.51408 -1.36982 6.63164
H48 -0.82215 -0.90728 6.35667
H49 -2.17053 1.72503 4.42706
H50 -3.72653 0.90263 4.20805

The LUMO energy comes out at -0.96 eV. As for the SMILES: CCCCCCCCCc1ccc(P(N)O)c2c1C(=O)C(CCC(N)=O)=C(P(C)O)C2=O.C1CCOC1.C1CCOC1. The calculation puts the energy at -2530.098051 Eh. Its strongest force on any atom is 2.9 eV Å⁻¹.